Entry 1:
Below is a gas-phase ion, C4H8NO2 (charge -1) in a non-equilibrium geometry, with properties calculated with ωB97M-V with the def2-TZVPD basis set.

Each line ends with the Löwdin charge.
CARTESIAN COORDINATES (ANGSTROEM)
C  -1.13  0.71  -1.00  -0.048
C  0.32  0.42  -0.50  -0.400
C  0.97  -0.76  -1.17  -0.258
O  1.51  -0.73  -2.25  0.006
N  0.66  0.32  0.90  -0.044
C  -0.42  -0.33  1.78  -0.562
O  -1.56  0.31  1.82  -0.313
H  -1.24  1.74  -1.31  0.058
H  -1.40  -0.01  -1.77  0.061
H  -1.79  0.48  -0.15  0.042
H  0.90  1.24  -0.95  0.122
H  0.93  -1.72  -0.62  0.113
H  0.69  1.24  1.30  0.081
H  0.12  -0.42  2.74  0.067
H  -0.44  -1.39  1.40  0.077

The net charge is -1. As for the relative energy (zero: lowest compared OMol25 entry of this formula, charge and spin): 64.0 kcal/mol. The calculation puts the total energy at -362.4222 Ha. The structure (SMILES) is C[C@H](C=O)NC[O-].



Entry 2:
Below is a gas-phase ion, C4H8NO2 (charge -1) in a non-equilibrium geometry, with properties calculated with ωB97M-V with the def2-TZVPD basis set.

Each line ends with the Löwdin charge.
CARTESIAN COORDINATES (ANGSTROEM)
C  -0.52  -1.29  -0.54  -0.125
N  -0.40  -0.28  0.54  -0.271
C  0.58  -0.75  1.47  -0.193
C  -0.09  1.13  0.12  -0.116
C  -0.38  1.69  -1.37  -0.718
O  -0.41  2.94  -1.33  -0.091
O  -0.41  0.91  -2.34  -0.086
H  -1.00  -1.01  -1.51  0.066
H  -1.06  -2.15  -0.11  0.066
H  0.55  -1.39  -0.92  0.090
H  1.52  -1.08  1.05  0.051
H  0.34  -1.78  1.87  0.082
H  0.92  0.02  2.15  0.071
H  -0.62  1.78  0.79  0.088
H  0.97  1.25  0.15  0.084

The net charge is -1. As for the relative energy (zero: lowest compared OMol25 entry of this formula, charge and spin): 41.4 kcal/mol. The calculation puts the total energy at -362.4582 Ha. The structure (SMILES) is CN(C)CC(=O)[O-].



Entry 3:
Below is a gas-phase ion, C4H8NO2 (charge -1) in a non-equilibrium geometry, with properties calculated with ωB97M-V with the def2-TZVPD basis set.

Each line ends with the Löwdin charge.
CARTESIAN COORDINATES (ANGSTROEM)
O  2.78  0.81  -1.00  0.008
C  2.11  -0.09  -1.46  -0.196
C  0.49  -0.24  -1.05  -0.135
C  0.19  -0.97  0.26  -0.304
N  -0.83  -0.30  1.13  -0.118
C  -1.82  1.07  1.02  -0.433
O  -1.78  1.48  -0.27  -0.343
H  2.43  -0.70  -2.26  0.071
H  0.02  -0.59  -1.97  0.088
H  -0.08  0.59  -0.81  0.029
H  -0.21  -2.06  0.19  0.097
H  1.20  -1.06  0.73  0.087
H  -0.63  -0.50  2.12  0.041
H  -1.27  1.84  1.64  0.052
H  -2.61  0.72  1.73  0.055

The net charge is -1. As for the relative energy (zero: lowest compared OMol25 entry of this formula, charge and spin): 120.2 kcal/mol. The calculation puts the total energy at -362.3328 Ha. The structure (SMILES) is O=CCCNC[O-].



Entry 4:
Below is a gas-phase ion, C4H8NO2 (charge -1) in a non-equilibrium geometry, with properties calculated with ωB97M-V with the def2-TZVPD basis set.

Each line ends with the Löwdin charge.
CARTESIAN COORDINATES (ANGSTROEM)
C  -1.43  1.54  -0.47  -0.146
C  -0.84  0.09  -0.50  -0.227
C  0.13  -0.06  0.72  -0.274
N  0.87  -1.31  0.61  -0.021
C  2.15  -1.26  -0.12  -0.777
O  2.74  -2.34  -0.51  -0.149
O  2.55  -0.10  -0.22  -0.091
H  -2.21  1.72  0.40  0.092
H  -0.71  2.33  -0.29  0.045
H  -2.01  1.87  -1.34  0.040
H  -0.43  -0.25  -1.40  0.067
H  -1.73  -0.69  -0.27  0.128
H  0.82  0.75  0.78  0.085
H  -0.53  -0.02  1.54  0.080
H  0.63  -2.27  1.08  0.149

The net charge is -1. As for the relative energy (zero: lowest compared OMol25 entry of this formula, charge and spin): 26.8 kcal/mol. The calculation puts the total energy at -362.4815 Ha. The structure (SMILES) is CCCNC(=O)[O-].



Question: Look up the net charge of the first one.
Answer: -1